<i>
23
Properties=species:S:1:pos:R:3 method="wB97M-V/def2-TZVPD" smiles=CCC[C@H](N)CO.O homo_energy_ev=-9.31
C -2.4676 -0.1042 1.5849
C -1.4527 0.5680 0.6468
C -1.0090 -0.2695 -0.5654
C 0.5404 -0.3437 -0.6803
N 1.1234 0.1720 -1.9328
C 1.0497 -1.7532 -0.4142
O 2.4736 -1.8737 -0.6175
H -2.3041 -1.1723 1.6144
H -3.4904 0.0495 1.2457
H -2.3726 0.2484 2.6146
H -0.5829 0.9504 1.1864
H -1.9094 1.5077 0.3352
H -1.4073 0.1650 -1.4742
H -1.3679 -1.2957 -0.4856
H 0.9583 0.2982 0.1042
H 1.5149 -0.5701 -2.4891
H 0.5126 0.7538 -2.4751
H 0.6556 -2.4796 -1.1240
H 0.8062 -1.9370 0.6389
H 2.9070 -1.0475 -0.3532
O 1.7006 3.0255 0.9311
H 2.3486 2.6602 1.5479
H 1.7733 2.4477 0.1611

=====

<ii>
23
Properties=species:S:1:pos:R:3 method="wB97M-V/def2-TZVPD" smiles=CN(C)CCCO.O homo_energy_ev=-8.73
C -1.6709 2.5348 0.4004
N -1.1861 1.6047 -0.6518
C -2.2875 1.5365 -1.6282
C -0.9172 0.2701 -0.0613
C 0.4242 -0.1964 -0.7722
C 0.8211 -1.6276 -0.4917
O -0.3371 -2.3876 -0.0612
H -1.9968 3.5048 0.0075
H -2.4961 2.1534 0.9908
H -0.8402 2.6379 1.1137
H -3.2729 1.8870 -1.2759
H -2.0811 2.1302 -2.5118
H -2.5594 0.4930 -1.8407
H -1.7609 -0.4009 -0.2029
H -0.7507 0.4436 1.0078
H 0.2419 0.0951 -1.8190
H 1.1185 0.5035 -0.2993
H 1.4503 -1.5880 0.3713
H 1.3023 -2.2192 -1.2734
H -0.8795 -2.7962 -0.7452
O 4.5758 -1.4742 2.7656
H 4.5893 -1.7880 1.8637
H 4.0641 -0.6788 2.8729

=====

Quick one: least stable of them? <ii>

=====

<i>
21
Properties=species:S:1:pos:R:3 method="wB97M-V/def2-TZVPD" homo_energy_ev="-7.67 / -8.51"
C 3.4983 -1.3240 0.0504
C 3.6341 0.0062 0.0770
C -1.1544 -2.3463 0.2469
C 0.4670 -0.0834 -0.9245
C -1.0127 1.5410 0.2260
C -1.4098 -0.8967 0.3983
C -0.6368 0.1239 -0.1335
N 3.2942 -2.4713 0.0064
N 4.1403 1.1523 -0.5147
N 3.6606 1.1464 0.8691
H -0.1012 -2.5573 0.0821
H -1.4922 -2.8823 1.1322
H -1.7157 -2.7441 -0.6037
H 0.7925 -1.0616 -1.2270
H 1.0078 0.7519 -1.3354
H 3.5330 1.5999 -1.2074
H -0.8011 1.7247 1.2796
H -2.0738 1.7150 0.0643
H -0.4513 2.2589 -0.3671
H -2.2869 -0.6161 0.9644
H 2.7523 1.5923 1.0369

=====

<ii>
21
Properties=species:S:1:pos:R:3 method="wB97M-V/def2-TZVPD" homo_energy_ev=-7.59
C 1.4057 0.5281 -1.5219
C -0.1076 2.7637 -2.1949
C 0.3681 1.4116 -1.6402
C -0.8830 1.7648 -1.5026
C -2.1801 1.4619 -0.9158
C -0.0607 -2.7556 0.0995
C 1.6210 -1.6072 1.6730
N 2.3235 -0.1316 -1.4663
N -0.7005 -0.7514 0.9985
N 0.1476 -1.5559 0.8406
H 0.2365 3.6579 -1.7826
H -0.3355 2.7292 -3.2857
H -2.6112 2.2210 -0.2421
H -2.3110 0.4286 -0.4321
H -2.8236 1.3406 -1.7399
H 0.5562 -3.6067 0.4171
H -1.1222 -3.0146 0.0873
H 0.1165 -2.6212 -0.9724
H 1.4889 -0.9894 2.5424
H 1.6076 -2.6837 1.8296
H 2.3105 -1.2672 0.9146

=====

Quick one: least stable of them? <i>

=====

<i>
15
Properties=species:S:1:pos:R:3 method="wB97M-V/def2-TZVPD" charge=+1 homo_energy_ev="-11.93 / -11.74"
C -2.6639 -0.0556 0.0661
C -0.4832 -1.0203 -0.0158
C 0.0715 0.3262 -0.4881
N -1.8465 -1.2436 -0.1511
N -1.8818 1.0007 0.5334
N -0.5435 0.9978 0.6141
N 1.5461 0.4763 -0.2968
S -4.2530 0.1000 -0.0348
H 0.0406 -1.4531 0.8023
H -0.1939 0.6752 -1.4460
H -2.3613 -2.0283 0.0505
H -2.3490 1.9539 0.6571
H 1.8444 1.4378 -0.5424
H 1.9626 -0.1948 -0.9624
H 1.5328 0.3343 0.7590

=====

<ii>
15
Properties=species:S:1:pos:R:3 method="wB97M-V/def2-TZVPD" charge=+1 homo_energy_ev="-13.33 / -13.33"
C -0.7850 1.4760 -0.3399
C 0.3743 2.0462 -0.1613
C 1.2093 -0.1565 0.9688
N -0.0812 -0.5105 0.9161
N 1.9934 -0.8365 1.8000
N -0.9751 -0.8367 -1.5456
N -0.9458 0.1342 0.0816
S 1.8689 1.2826 0.2556
H -1.6173 2.0373 -0.8653
H 0.5062 3.0972 -0.3969
H 1.9405 -1.7288 2.2803
H 2.9764 -0.5492 1.6374
H -0.8172 -1.8584 -1.4659
H -0.2200 -0.2757 -1.9701
H -1.9410 -0.0764 0.3850

=====

Quick one: least stable of them? <i>

=====

<i>
17
Properties=species:S:1:pos:R:3 method="wB97M-V/def2-TZVPD" homo_energy_ev=-8.32
C -0.5716 0.6324 0.8580
C -0.5695 -0.5563 0.0398
C -0.8941 0.5736 2.3038
C 1.7923 0.2867 -1.7225
C 1.0071 -1.0665 -1.3915
P -1.8208 0.6313 -0.5182
H 0.2019 1.3734 0.6383
H -0.9396 -1.4208 0.4927
H -1.6268 -0.2391 2.4580
H -1.5301 1.4187 2.7188
H 0.1260 0.4927 2.7117
H 2.7701 0.0298 -1.2972
H 1.1030 1.1260 -1.5178
H 1.8020 0.2043 -2.7517
H 1.5635 -1.9023 -0.9734
H 0.3749 -1.4496 -2.1920
H -2.7884 -0.1344 0.1431

=====

<ii>
17
Properties=species:S:1:pos:R:3 method="wB97M-V/def2-TZVPD" smiles=C[C@@H]1C[C@@]1(C)P homo_energy_ev=-8.63
C -1.7469 0.7906 0.3762
C -0.3675 0.9944 -0.2741
C 0.0232 0.2683 -1.5106
C 0.5664 -0.2286 -0.1875
C 0.2187 -1.5610 0.4075
P 2.3690 0.1465 0.1468
H -2.0697 -0.2916 0.4167
H -2.4455 1.3263 -0.3711
H -1.7987 1.2305 1.3573
H 0.1121 1.9938 -0.0564
H -0.6468 -0.3366 -1.9978
H 0.8632 0.6559 -2.1388
H 1.0999 -2.2333 0.5475
H -0.5617 -1.9988 -0.2257
H -0.3383 -1.4113 1.3198
H 2.4051 -0.7026 1.3042
H 2.3177 1.3575 0.8861

=====

<iii>
17
Properties=species:S:1:pos:R:3 method="wB97M-V/def2-TZVPD" homo_energy_ev="-8.02 / -7.97"
C 0.7805 1.0254 -0.6989
C -0.5793 0.2772 -0.7769
C 2.0875 0.3151 -0.5444
C -0.7352 -0.8515 0.2991
C -1.3173 -0.3423 1.5875
P 0.5724 -2.1175 0.5527
H 0.9699 1.5035 -1.6673
H 0.8075 1.7729 0.0857
H -1.2231 1.1652 -0.6387
H -0.5869 -0.2278 -1.7660
H 2.5946 -0.3492 -1.2875
H 2.7655 0.4460 0.3319
H -1.5395 -1.3888 -0.1219
H -0.6102 0.4736 1.8654
H -1.2030 -1.2147 2.2994
H -2.2965 0.0967 1.5742
H 0.9224 -2.2389 -0.9179

=====

Quick one: least stable of them? <i>

=====

<i>
23
Properties=species:S:1:pos:R:3 method="wB97M-V/def2-TZVPD" charge=+1 homo_energy_ev="-12.45 / -12.45"
C 1.8279 1.4028 0.2279
C 1.2790 1.7883 -0.9016
C 0.2134 -1.0086 -0.1465
C -0.7858 -1.4436 -0.9216
C 0.5152 2.2136 -1.9563
C -3.0397 -2.1667 -1.4076
C 2.3852 0.2941 2.4355
C -2.2071 -1.2308 -0.5808
N 1.6181 0.3075 1.1201
N 0.9834 -0.8290 0.7930
I -2.6938 1.0819 -0.9832
H 2.7855 1.7791 0.5232
H -0.7844 -1.5681 -1.9122
H 0.8276 1.8350 -2.9030
H -0.6649 1.9401 -1.7824
H 0.4488 3.2291 -2.1035
H -3.4022 -2.9181 -0.7098
H -2.5432 -2.5180 -2.2465
H -3.8921 -1.5875 -1.7040
H 1.9219 -0.4866 2.8975
H 3.3971 -0.1458 2.4145
H 2.1429 1.1871 2.9680
H -2.3949 -1.3173 0.4986

=====

<ii>
23
Properties=species:S:1:pos:R:3 method="wB97M-V/def2-TZVPD" charge=+1 homo_energy_ev="-12.57 / -12.57"
C -0.6179 -1.3207 0.5148
C 0.8139 -1.2101 0.4941
C 1.5265 -0.2081 0.0264
C -0.2202 1.0320 -0.2284
C 1.6040 -2.3951 0.8677
C 1.2034 2.6448 -1.5268
C -2.9496 -1.0211 0.4638
C 0.0769 2.4299 -0.6146
N -1.5335 0.7969 -0.1217
N -1.6311 -0.4968 0.2867
I 0.4469 2.7930 1.5579
H -0.9423 -2.3359 0.6509
H 2.5312 0.1282 -0.3231
H 1.1961 -3.0160 1.6597
H 1.9127 -2.9890 -0.0280
H 2.7882 -2.2281 1.0568
H 0.9153 1.9936 -2.3420
H 2.2367 2.1076 -1.1513
H 1.3527 3.6907 -1.6613
H -3.1775 -1.4419 1.5352
H -3.6127 -0.1519 0.0649
H -3.1213 -1.7914 -0.4052
H -0.7984 2.9895 -0.7765

=====

Quick one: least stable of them? <i>